# C14H29Al2BBeF10N2O13PS

A structure of composition C14H29Al2BBeF10N2O13PS at a distorted geometry (ωB97M-V/def2-TZVPD, the Open Molecules 2025 dataset).

Structure (ORCA input):
```
! wB97M-V def2-TZVPD RIJCOSX def2/J DEFGRID3
* xyz 1 1
C 1.86 0.87 2.99
C 1.75 -0.67 2.99
O 0.81 -1.17 2.06
C 1.01 -0.63 0.76
B 0.34 -1.54 -0.44
F 0.43 -0.75 -1.62
C 1.41 -2.84 -0.66
F 0.78 -4.06 -0.84
C 2.28 -2.59 -1.88
C 3.37 -1.53 -1.69
C -1.18 -2.02 -0.14
F -1.72 -2.65 -1.22
F -1.25 -2.95 0.88
C -2.17 -0.92 0.27
F -1.94 -0.43 1.51
F -3.38 -1.50 0.32
C -2.34 0.29 -0.71
F -2.37 -0.04 -1.97
F -1.46 1.24 -0.53
F -3.53 0.82 -0.39
H 2.30 1.26 3.91
H 0.85 1.28 2.88
H 2.49 1.21 2.16
H 2.75 -1.09 2.79
H 1.39 -0.97 3.98
H 2.10 -0.64 0.58
H 0.69 0.41 0.64
H 2.09 -2.90 0.20
H 1.70 -2.46 -2.79
H 2.86 -3.60 -2.02
H 2.88 -0.54 -1.72
H 4.06 -1.52 -2.55
H 3.87 -1.66 -0.73
O -2.71 -2.23 3.39
H -2.07 -2.55 4.05
H -3.07 -2.95 2.83
H -2.33 -1.50 2.84
C -7.20 0.70 1.52
C -6.79 1.39 0.24
C -7.91 2.39 0.05
O -8.40 2.77 1.36
C -7.80 1.83 2.33
H -6.35 0.22 2.00
H -7.96 -0.05 1.31
H -5.84 1.90 0.41
H -6.68 0.72 -0.60
H -8.75 1.95 -0.51
H -7.57 3.30 -0.48
H -7.04 2.37 2.89
H -8.56 1.48 3.02
Al -8.61 4.56 0.16
O -6.92 5.01 4.12
S -6.76 4.09 5.25
O -6.25 4.78 6.44
O -5.79 3.05 4.88
O -8.05 3.49 5.58
O -5.35 -1.68 2.25
H -4.48 -1.56 1.88
O 6.82 2.04 -2.88
P 6.09 0.68 -2.66
O 7.08 -0.41 -2.34
O 5.31 0.31 -3.92
O 5.11 0.78 -1.47
Be 3.88 -3.76 -3.25
Al 7.87 2.27 -4.37
F 3.23 1.63 -0.90
C 11.20 -0.02 -4.96
O 10.75 0.77 -4.13
N 11.53 -1.30 -4.64
N 11.41 0.33 -6.26
H 11.91 -1.95 -5.29
H 11.39 -1.58 -3.68
H 11.17 1.27 -6.53
H 11.78 -0.29 -6.95
*
```

Calculated values
Max |F| in eV/Å: 2.76
Calculated total energy in eV: -106130.990
Gap between HOMO and LUMO in eV: 1.4
LUMO energy in eV: -8.235
Highest occupied orbital energy in eV: -9.6